(1)
C10H36N6O8 | ωB97M-V with the def2-TZVPD basis set

## Properties
Kohn-Sham gap (eV): 8.8
HOMO energy (eV): -9.19
SMILES: NC(N)=O.NC(N)=O.NC(N)=O.CCO.CCO.CO.CO.CO
Energy relative to the best compared isomer or geometry (same formula, charge and spin) (kcal per mole): 46.38

Last column: Mulliken charge in e.
Positions of all 60 atoms, in Å:
C -2.245467 -3.345783 -3.357450  -1.17
C -3.131467 -2.859783 -2.196450  -0.23
O -2.334467 -2.381783 -1.189450  -0.51
H -2.990467 -3.447783 -4.148450  0.43
H -1.652467 -4.217783 -3.108450  0.32
H -1.559467 -2.481783 -3.730450  0.22
H -3.646467 -3.758783 -1.797450  0.21
H -3.759467 -1.999783 -2.541450  0.39
H -2.817467 -1.624783 -0.832450  0.32
C 3.436533 4.380217 1.073550  -1.16
C 3.070533 3.000217 0.450550  0.07
O 2.748533 1.962217 1.319550  -0.49
H 4.071533 4.304217 1.953550  0.30
H 2.423533 4.698217 1.340550  0.20
H 3.851533 5.096217 0.377550  0.34
H 3.789533 2.554217 -0.224450  0.35
H 2.217533 3.197217 -0.242450  0.22
H 2.261533 1.285217 0.839550  0.17
C 0.919533 -1.358783 1.803550  0.52
O 2.323533 -1.554783 1.531550  -0.64
N 0.517533 -0.750783 2.909550  -0.44
N -0.069467 -1.989783 1.178550  -0.10
H 1.217533 -0.034783 3.229550  0.32
H -0.525467 -0.481783 3.167550  0.21
H -0.071467 -2.346783 0.200550  0.16
H -0.950467 -1.929783 1.672550  0.13
C -3.702467 0.235217 1.264550  0.53
O -3.674467 -0.283783 -0.008450  -0.80
N -4.332467 -0.310783 2.252550  -0.44
N -3.027467 1.270217 1.540550  -0.22
H -4.872467 -1.182783 2.020550  0.28
H -4.742467 0.237217 3.064550  0.22
H -2.488467 1.684217 0.751550  0.26
H -3.002467 1.731217 2.452550  0.17
C 1.251533 -2.727783 -2.132450  0.45
O 0.885533 -2.163783 -3.370450  -0.67
N 2.533533 -2.941783 -1.727450  -0.38
N 0.355533 -3.024783 -1.231450  -0.46
H 3.297533 -2.630783 -2.273450  0.28
H 2.709533 -3.450783 -0.803450  0.20
H -0.607467 -2.750783 -1.435450  0.29
H 0.661533 -3.706783 -0.485450  0.34
C 2.841533 0.839217 -2.215450  -0.71
O 2.697533 0.256217 -0.944450  -0.35
H 3.567533 1.618217 -2.228450  0.33
H 1.806533 1.183217 -2.435450  0.25
H 3.202533 0.156217 -2.950450  0.35
H 2.296533 -0.628783 -1.108450  0.05
C -0.241467 3.084217 2.282550  0.36
O -0.119467 2.774217 3.641550  -0.55
H 0.367533 3.935217 2.099550  0.07
H -1.323467 3.279217 2.133550  0.32
H 0.065533 2.261217 1.759550  -0.29
H -1.033467 2.666217 4.033550  0.31
C -0.558467 0.569217 -0.750450  0.85
O -0.349467 1.913217 -0.579450  -0.53
H 0.323533 -0.046783 -0.692450  -0.34
H -1.028467 0.200217 -1.733450  0.30
H -1.199467 0.183217 0.113550  -0.45
H 0.345533 1.860217 0.016550  -0.13

Forces on atoms 1 to 2 (eV/Å):
C -0.3 2.7 -0.7
C 0.1 -0.9 -1.6


(2)
C10H36N8O8 | ωB97M-V with the def2-TZVPD basis set

## Properties
Kohn-Sham gap (eV): 8.5
HOMO energy (eV): -8.24
SMILES: NC(N)=O.NC(N)=O.NC(N)=O.NC(N)=O.CCO.CCO.CO.CO
Energy relative to the best compared isomer or geometry (same formula, charge and spin) (kcal per mole): 184.40

Last column: Mulliken charge in e.
Positions of all 62 atoms, in Å:
C 2.300335 1.684612 1.240580  -1.15
C 1.046613 2.216408 0.685567  -0.06
O 0.190821 1.107819 0.530214  -0.14
H 2.099637 1.302378 2.209668  0.20
H 3.136083 2.407888 1.148001  0.39
H 2.669555 0.850574 0.680845  0.22
H 1.103480 2.627830 -0.329712  0.17
H 0.628502 2.946985 1.414519  0.36
H -0.564506 1.502030 0.040829  0.30
C 2.447308 -0.441000 -3.888068  -1.03
C 2.126600 0.120473 -2.468733  -0.19
O 0.793676 0.359026 -2.172765  -0.28
H 2.266958 0.253136 -4.727601  0.29
H 1.842128 -1.332630 -4.029902  0.25
H 3.509957 -0.728122 -3.942897  0.38
H 2.682912 1.062743 -2.279103  0.44
H 2.487687 -0.574864 -1.672925  0.15
H 0.704238 0.427272 -1.222716  0.10
C -0.817690 -2.349637 -1.144704  0.10
O -1.450793 -1.207915 -0.614540  -0.65
N -0.038680 -2.199292 -2.134176  -0.22
N -1.018272 -3.484543 -0.719989  -0.42
H 0.082643 -1.160742 -2.324311  0.15
H 0.679799 -2.936203 -2.436840  0.27
H -1.614059 -3.566680 0.174847  0.33
H -0.601624 -4.320935 -1.138252  0.25
C -1.966852 -1.130896 3.477855  0.43
O -1.659088 -1.513682 4.773544  -0.77
N -1.086723 -0.698932 2.690707  0.07
N -3.152223 -1.121086 2.892764  -0.33
H -0.154823 -0.692102 3.063958  0.13
H -1.144811 -0.346310 1.758884  0.03
H -3.963756 -1.558179 3.339804  0.22
H -3.383502 -0.518506 2.059917  0.25
C -0.114290 3.150540 -3.667685  0.28
O -0.216020 3.354337 -2.206514  -0.61
N 0.411158 2.187429 -4.243263  -0.22
N -0.735965 3.930962 -4.588732  -0.50
H 1.013314 1.642712 -3.574341  0.17
H 0.555454 1.954963 -5.255305  0.23
H -1.001736 4.776586 -4.158763  0.29
H -0.567384 3.962031 -5.666565  0.21
C -3.577698 1.367371 0.436300  0.45
O -2.313195 1.931656 0.284253  -0.68
N -4.738276 1.934299 0.628818  -0.41
N -3.735531 0.086468 0.293181  -0.50
H -4.709901 2.909750 1.042614  0.31
H -5.606384 1.378899 0.630021  0.16
H -2.916001 -0.375950 -0.092649  0.37
H -4.653271 -0.437202 0.414532  0.27
C 1.720610 -2.457349 1.137917  -0.29
O 1.259551 -3.784260 0.762644  -0.63
H 1.883704 -1.611089 0.485194  -0.10
H 2.735703 -2.624884 1.528768  0.38
H 1.099372 -2.025401 1.914383  0.18
H 0.380731 -3.575948 0.346006  0.48
C 2.603670 -0.733212 4.700485  -0.76
O 1.214631 -0.817256 4.362982  -0.44
H 3.078266 -0.070403 3.990822  0.23
H 3.157600 -1.636170 4.659559  0.30
H 2.781081 -0.319899 5.697845  0.34
H 0.809277 -1.085903 5.202226  0.24

Forces on atoms 1 to 2 (eV/Å):
C 1.7 0.7 -0.7
C -0.5 0.5 -0.3


(3)
C10H37BN15O8 | ωB97M-V with the def2-TZVPD basis set

## Properties
Kohn-Sham gap (eV): 6.8
Charge: -1
HOMO energy (eV): -4.91

Last column: Mulliken charge in e.
Positions of all 71 atoms, in Å:
N -1.311166 4.160963 -1.655709  -0.55
C -1.442164 3.709834 -0.218751  -0.79
B -0.527621 2.381395 0.151480  0.85
C -1.218675 1.740772 1.555043  -0.53
C -1.296037 2.756612 2.594202  -0.12
O -0.464766 2.927443 3.481514  -0.60
H -1.636833 5.121578 -1.678213  0.20
H -1.960274 3.590995 -2.185309  0.24
H -2.494780 3.434999 -0.055975  0.24
H -1.142932 4.551541 0.413044  0.23
H 0.646659 2.683008 0.370830  -0.33
H -0.606046 1.572236 -0.733982  -0.33
H -2.253248 1.492914 1.271830  0.04
H -0.743793 0.815073 1.877579  0.35
H -2.159967 3.455026 2.540302  0.35
C -0.657666 -1.527114 -0.300802  0.48
O -0.036940 -0.511020 -0.089552  -0.56
N -1.969826 -1.683195 0.062221  -0.17
N -0.095777 -2.623744 -0.926014  -0.48
H -2.495529 -2.520440 -0.101802  0.15
H -2.427349 -0.910025 0.516579  0.10
H 0.863437 -2.545457 -1.204488  0.22
H -0.592535 -3.472626 -1.113396  0.12
C 1.173471 1.888713 -4.610829  0.66
O 1.910357 0.999220 -5.039364  -0.75
N 0.169558 2.430949 -5.368395  -0.39
N 1.286962 2.406373 -3.371729  -0.21
H -0.438032 3.154693 -5.033372  0.17
H 0.046360 2.073734 -6.295881  0.20
H 2.003821 2.033492 -2.776814  0.15
H 0.681129 3.131060 -3.006691  0.12
C 3.238500 1.418327 3.553355  0.57
O 4.246362 0.744802 3.776892  -0.74
N 2.650132 2.180518 4.515874  -0.34
N 2.618960 1.463912 2.343783  -0.17
H 1.821776 2.726570 4.337993  0.20
H 3.050493 2.166010 5.433082  0.19
H 3.003183 0.914353 1.599898  0.18
H 1.782870 2.000792 2.162701  0.08
C 3.786432 -2.747108 1.623541  0.72
O 3.064075 -2.934927 2.582899  -0.64
N 3.979421 -3.713747 0.661244  -0.42
N 4.467480 -1.584367 1.407268  -0.35
H 4.566033 -3.589042 -0.140646  0.16
H 3.495448 -4.581897 0.783598  0.21
H 4.365772 -0.839959 2.084492  0.15
H 5.062647 -1.440367 0.614889  0.14
C -3.950853 -1.799743 3.243247  0.63
O -4.012798 -1.099541 2.257932  -0.58
N -4.757399 -1.619037 4.334603  -0.44
N -3.045802 -2.831496 3.347604  -0.42
H -4.712405 -2.184119 5.159893  0.14
H -5.422026 -0.870033 4.289443  0.22
H -2.423009 -2.970387 2.570230  0.19
H -2.955824 -3.413245 4.158694  0.19
C -5.803470 -5.144203 1.202955  0.57
O -5.916833 -4.036800 0.719634  -0.60
N -4.919396 -5.427166 2.209717  -0.34
N -6.555682 -6.211140 0.776476  -0.40
H -4.818436 -6.339017 2.611852  0.16
H -4.345161 -4.675063 2.555444  0.28
H -7.212769 -6.039650 0.039501  0.23
H -6.479762 -7.133592 1.158637  0.15
C 5.441214 3.298993 -5.783280  0.54
O 6.104851 4.301740 -5.567446  -0.66
N 4.138489 3.170872 -5.419463  -0.24
N 5.967450 2.203275 -6.421222  -0.36
H 3.586205 2.344866 -5.593530  0.17
H 3.714280 3.947031 -4.947227  0.16
H 6.926189 2.255318 -6.705699  0.20
H 5.443570 1.369267 -6.606412  0.18

Forces on atoms 1 to 2 (eV/Å):
N 0.3 0.0 0.5
C 0.7 -0.6 -0.5